# 1
This record from the Open Molecules 2025 dataset describes a structure of composition C19H29BeF2GeN3O2S at a distorted geometry. The level of theory is wB97M-V/def2-TZVPD.

M = 483.1 g/mol
Energy = -3745.1939 hartree
LUMO level (spin up / spin down) = -1.0 / -1.0 eV
Charge = 0
Orbital gap (spin up / spin down) = 5.92 / 5.92 eV

Element x y z (Å)
Be: 0.593 -0.132 1.233
C: 1.128 6.693 0.009
C: 0.991 5.181 -0.146
C: -0.036 4.618 0.843
C: -0.253 3.108 0.693
Ge: 1.293 2.022 1.233
C: 2.980 2.015 0.225
C: 2.869 1.441 -1.193
C: 2.068 2.334 -2.147
C: 2.042 1.747 -3.555
H: 1.876 7.075 -0.718
H: 1.469 6.947 1.035
H: 0.155 7.192 -0.187
H: 1.982 4.726 0.033
H: 0.670 4.956 -1.186
H: -1.011 5.118 0.650
H: 0.271 4.844 1.887
H: -0.581 2.858 -0.335
H: -1.078 2.819 1.378
H: 1.624 2.418 2.694
H: 3.667 1.357 0.797
H: 3.436 3.025 0.204
H: 2.421 0.425 -1.146
H: 3.901 1.348 -1.597
H: 2.530 3.343 -2.189
H: 1.026 2.429 -1.796
H: 3.074 1.657 -3.956
H: 1.458 2.412 -4.225
H: 1.565 0.743 -3.546
S: -4.444 -3.950 1.094
C: -3.028 -2.867 1.144
C: -2.877 -1.861 0.191
C: -1.765 -1.042 0.277
N: -0.819 -1.159 1.233
C: -0.996 -2.135 2.148
C: -2.073 -3.004 2.148
C: -3.809 -5.248 0.049
C: -3.988 -5.190 -1.332
C: -3.484 -6.225 -2.099
N: -2.832 -7.291 -1.587
C: -2.681 -7.325 -0.246
C: -3.148 -6.340 0.606
H: -3.603 -1.711 -0.599
H: -1.599 -0.245 -0.442
H: -0.222 -2.202 2.909
H: -2.159 -3.764 2.916
H: -4.507 -4.365 -1.805
H: -3.595 -6.227 -3.180
H: -2.157 -8.196 0.138
H: -2.999 -6.430 1.676
F: 1.110 -2.138 -0.085
C: 1.158 -1.873 1.233
F: 2.327 -1.743 1.887
H: 0.438 -2.496 1.803
O: 4.412 -0.132 1.725
N: 3.508 -0.132 0.742
O: 2.265 -0.132 1.233
H: -0.562 0.707 1.233


# 2
This record from the Open Molecules 2025 dataset describes a cluster of 2 separate species, C19H29ClFN3 in total at a distorted geometry. The level of theory is wB97M-V/def2-TZVPD.

M = 353.9 g/mol
Energy = -1465.0801 hartree
LUMO level = -6.6 eV
Charge = +2
Orbital gap = 7.94 eV

Element x y z (Å)
Cl: 1.975 5.888 -4.451
C: 2.530 4.168 -4.604
N: 2.214 3.402 -3.400
C: 2.942 3.935 -2.156
C: 2.618 3.032 -0.983
N: 1.751 1.919 -1.372
F: 0.603 -2.364 0.744
C: 2.426 1.113 -2.447
C: 2.715 1.992 -3.663
C: 0.471 2.395 -1.951
C: 0.699 3.284 -3.151
H: 2.014 3.705 -5.457
H: 3.621 4.161 -4.737
H: 4.015 3.913 -2.396
H: 2.629 4.975 -2.013
H: 3.547 2.591 -0.604
H: 2.099 3.604 -0.209
H: 3.369 0.722 -2.042
H: 1.729 0.314 -2.745
H: 2.183 1.622 -4.559
H: 3.797 2.043 -3.880
H: -0.077 1.500 -2.274
H: -0.068 2.939 -1.171
H: 0.301 4.298 -3.035
H: 0.288 2.834 -4.067
C: -1.361 -0.182 2.669
N: -1.667 -1.598 2.909
C: -0.654 -2.441 2.713
C: 0.656 -2.026 2.124
C: 1.660 -3.039 2.726
C: 0.782 -4.342 2.499
C: -0.740 -3.881 2.528
C: -3.035 -1.947 2.570
C: -3.297 -2.381 1.263
C: -4.553 -2.885 0.939
C: -5.579 -2.877 1.892
C: -5.375 -2.213 3.125
C: -4.134 -1.635 3.397
H: -2.294 0.338 2.547
H: -0.777 0.278 3.455
H: -0.784 -0.142 1.754
H: 0.847 -0.940 2.117
H: 2.708 -3.108 2.297
H: 1.831 -2.906 3.822
H: 0.928 -4.565 1.421
H: 1.055 -5.249 3.100
H: -1.463 -4.404 3.173
H: -1.044 -3.983 1.451
H: -2.555 -2.246 0.480
H: -4.753 -3.262 -0.073
H: -6.562 -3.310 1.660
H: -6.196 -2.140 3.856
H: -4.036 -0.901 4.206


# 3
This record from the Open Molecules 2025 dataset describes a cluster of 3 separate species, C19H29N2O in total. The level of theory is wB97M-V/def2-TZVPD.

M = 301.5 g/mol
Energy = -926.0392 hartree
LUMO level = 2.5 eV
Charge = -1
Orbital gap = 3.95 eV

Element x y z (Å)
C: -0.760 0.093 -2.773
C: -0.213 1.415 -2.225
C: 0.136 1.361 -0.735
C: 1.578 0.931 -0.458
C: 1.865 0.402 0.963
C: 2.746 -0.850 0.974
C: 2.045 -2.032 0.469
O: 0.885 -2.558 1.304
C: -0.360 -2.494 0.672
C: -0.545 -3.515 -0.461
H: -1.373 -0.415 -2.024
H: -1.388 0.255 -3.653
H: 0.037 -0.588 -3.077
H: 0.683 1.692 -2.791
H: -0.942 2.209 -2.402
H: -0.034 2.350 -0.296
H: -0.558 0.691 -0.218
H: 1.893 0.174 -1.183
H: 2.214 1.804 -0.645
H: 2.379 1.182 1.536
H: 0.884 0.268 1.472
H: 3.064 -1.038 2.011
H: 1.607 -1.845 -0.522
H: 2.706 -2.898 0.376
H: -0.552 -1.481 0.290
H: -1.096 -2.702 1.457
H: -0.279 -3.104 -1.435
H: 0.125 -4.359 -0.280
H: -1.575 -3.880 -0.513
N: -0.526 4.709 -2.919
C: 0.142 5.672 -2.292
C: 0.678 6.776 -2.940
C: 0.511 6.882 -4.312
C: -0.180 5.881 -4.976
C: -0.676 4.818 -4.234
H: 0.260 5.549 -1.221
H: 1.215 7.529 -2.379
H: 0.916 7.727 -4.854
H: -0.330 5.917 -6.046
H: -1.216 4.012 -4.719
N: -2.906 -4.700 4.532
C: -2.566 -4.698 5.818
C: -1.321 -4.302 6.281
C: -0.373 -3.887 5.357
C: -0.707 -3.881 4.013
C: -1.985 -4.294 3.658
H: -3.330 -5.030 6.515
H: -1.103 -4.320 7.341
H: 0.612 -3.570 5.676
H: 0.001 -3.558 3.255
H: -2.283 -4.300 2.615


# 4
This record from the Open Molecules 2025 dataset describes a structure of composition C19H29N2O3P2SV. The level of theory is wB97M-V/def2-TZVPD.

M = 478.4 g/mol
Energy = -3101.4053 hartree
LUMO level (spin up / spin down) = -2.5 / -2.5 eV
2S+1 = 4
Charge = +1
Orbital gap (spin up / spin down) = 7.98 / 9.44 eV

Element x y z (Å)
V: -0.960 -1.000 0.627
N: -2.108 -0.786 -1.269
N: -3.446 -0.709 -0.773
C: -3.729 -1.571 0.335
O: -4.865 -1.931 0.509
O: -2.685 -1.833 1.067
H: -1.928 0.047 -1.820
H: -2.006 -1.580 -1.902
H: -4.151 -0.800 -1.495
C: -0.359 -1.583 4.387
P: 0.332 -1.221 2.742
C: 1.729 -2.384 2.645
C: 1.097 0.432 2.957
C: 2.280 0.629 3.660
C: 2.828 1.897 3.792
C: 2.191 2.989 3.223
C: 1.000 2.811 2.533
C: 0.443 1.543 2.395
P: -1.122 1.248 1.500
C: -1.430 2.765 0.545
C: -2.431 1.364 2.763
H: 0.434 -1.631 5.134
H: -0.889 -2.535 4.366
H: -1.063 -0.805 4.676
H: 2.473 -2.214 3.422
H: 2.208 -2.319 1.669
H: 1.329 -3.391 2.776
H: 2.790 -0.211 4.114
H: 3.750 2.031 4.341
H: 2.613 3.980 3.321
H: 0.503 3.671 2.101
H: -0.625 2.953 -0.167
H: -1.548 3.637 1.189
H: -2.359 2.628 -0.010
H: -2.313 2.266 3.365
H: -2.431 0.489 3.410
H: -3.397 1.388 2.256
C: -0.390 -1.506 -6.640
C: 0.043 -1.031 -5.284
C: 0.499 -1.931 -4.320
C: 0.893 -1.503 -3.062
C: 0.821 -0.150 -2.765
C: 0.355 0.769 -3.698
C: -0.020 0.323 -4.955
S: 1.265 0.465 -1.172
C: 3.035 0.534 -1.309
O: 1.046 -0.684 -0.178
H: -0.020 -2.508 -6.849
H: -0.028 -0.837 -7.421
H: -1.479 -1.532 -6.714
H: 0.552 -2.985 -4.565
H: 1.243 -2.210 -2.320
H: 0.284 1.823 -3.453
H: -0.374 1.034 -5.691
H: 3.409 -0.459 -1.554
H: 3.419 0.868 -0.346
H: 3.291 1.252 -2.087


# 5
This record from the Open Molecules 2025 dataset describes the molecule C19H29N3O4. The level of theory is wB97M-V/def2-TZVPD.

SMILES = CN(CCC1CCOCC1)C(=O)C[C@H]1C(=O)NCCN1Cc1ccoc1
M = 363.5 g/mol
Energy = -1206.6327 hartree
LUMO level = 0.6 eV
Charge = 0
Orbital gap = 9.33 eV

Element x y z (Å)
C: -3.254 -0.472 1.609
N: -2.296 0.605 1.603
C: -1.836 1.087 2.890
C: -0.897 0.088 3.577
C: 0.321 -0.276 2.724
C: 1.288 0.896 2.547
C: 2.493 0.438 1.727
O: 3.163 -0.656 2.318
C: 2.312 -1.766 2.469
C: 1.096 -1.444 3.339
C: -1.698 1.075 0.481
O: -0.927 2.017 0.511
C: -2.061 0.372 -0.816
C: -1.011 0.693 -1.892
C: -1.119 2.201 -2.142
O: -2.200 2.692 -2.406
N: 0.015 2.922 -2.156
C: 1.274 2.404 -1.685
C: 1.373 0.954 -2.135
N: 0.303 0.217 -1.494
C: 0.465 -1.228 -1.609
C: 0.384 -1.756 -3.009
C: 1.446 -1.852 -3.952
C: 0.893 -2.327 -5.098
O: -0.424 -2.528 -4.942
C: -0.727 -2.178 -3.680
H: -3.777 -0.466 2.564
H: -3.991 -0.336 0.817
H: -2.779 -1.451 1.486
H: -1.318 2.030 2.710
H: -2.702 1.281 3.530
H: -1.452 -0.826 3.806
H: -0.567 0.521 4.523
H: -0.023 -0.580 1.728
H: 0.801 1.713 2.017
H: 1.624 1.248 3.524
H: 3.239 1.231 1.650
H: 2.151 0.165 0.717
H: 2.923 -2.549 2.924
H: 1.969 -2.111 1.479
H: 0.466 -2.331 3.421
H: 1.437 -1.168 4.340
H: -2.148 -0.703 -0.670
H: -3.020 0.762 -1.164
H: -1.337 0.221 -2.839
H: -0.109 3.924 -2.193
H: 2.086 2.998 -2.111
H: 1.319 2.446 -0.591
H: 2.327 0.530 -1.815
H: 1.318 0.909 -3.236
H: -0.300 -1.708 -0.995
H: 1.443 -1.474 -1.187
H: 2.476 -1.609 -3.784
H: 1.315 -2.554 -6.057
H: -1.749 -2.289 -3.373


# 6
This record from the Open Molecules 2025 dataset describes the molecule C19H29N3O4S at a distorted geometry. The level of theory is wB97M-V/def2-TZVPD.

SMILES = COc1ccc(N([C@H](C)C(=O)NN=C2CCCCCCC2)S(C)(=O)=O)cc1
M = 395.5 g/mol
Energy = -1604.7707 hartree
LUMO level = 0.5 eV
Charge = 0
Orbital gap = 8.88 eV

Element x y z (Å)
C: -5.472 -3.341 0.195
O: -5.535 -1.976 0.532
C: -4.429 -1.208 0.342
C: -3.230 -1.651 -0.205
C: -2.163 -0.781 -0.349
C: -2.272 0.548 0.036
N: -1.212 1.470 -0.123
C: -0.672 2.089 1.091
C: -0.483 3.595 0.937
C: 0.589 1.331 1.547
O: 0.557 0.613 2.531
N: 1.676 1.538 0.787
N: 2.926 0.986 0.983
C: 3.089 -0.272 1.096
C: 4.507 -0.686 1.378
C: 5.388 -0.695 0.122
C: 5.043 -1.782 -0.896
C: 3.657 -1.611 -1.532
C: 2.618 -2.627 -1.061
C: 2.406 -2.661 0.452
C: 2.001 -1.297 1.003
S: -0.295 1.330 -1.506
C: -1.573 1.457 -2.777
O: 0.547 2.489 -1.605
O: 0.360 0.059 -1.633
C: -3.478 0.993 0.578
C: -4.537 0.128 0.733
H: -5.288 -3.484 -0.875
H: -6.448 -3.752 0.449
H: -4.700 -3.861 0.770
H: -3.104 -2.677 -0.513
H: -1.236 -1.141 -0.764
H: -1.408 1.902 1.882
H: 0.139 3.830 0.080
H: -1.450 4.073 0.800
H: -0.022 3.991 1.838
H: 1.661 2.231 0.048
H: 4.929 0.045 2.069
H: 4.529 -1.664 1.857
H: 6.425 -0.832 0.439
H: 5.310 0.282 -0.356
H: 5.805 -1.749 -1.678
H: 5.118 -2.764 -0.423
H: 3.283 -0.606 -1.335
H: 3.739 -1.708 -2.617
H: 2.911 -3.626 -1.397
H: 1.670 -2.373 -1.540
H: 1.600 -3.368 0.667
H: 3.299 -3.037 0.951
H: 1.576 -1.404 2.007
H: 1.207 -0.894 0.367
H: -2.080 2.401 -2.630
H: -1.071 1.435 -3.736
H: -2.255 0.623 -2.681
H: -3.577 2.025 0.880
H: -5.471 0.464 1.156


# 7
This record from the Open Molecules 2025 dataset describes a structure of composition C19H29N3O5S at a distorted geometry. The level of theory is wB97M-V/def2-TZVPD.

M = 411.5 g/mol
Energy = -1679.3181 hartree
LUMO level = 0.4 eV
Charge = 0
Orbital gap = 8.29 eV

Element x y z (Å)
C: -5.584 -1.730 2.005
H: -6.106 -0.920 1.547
H: -6.116 -2.436 2.269
H: -4.944 -1.396 2.707
O: -4.850 -2.486 0.736
C: -4.047 -1.602 0.263
C: -3.847 -0.298 0.647
C: -2.869 0.578 -0.390
C: -2.205 -0.035 -1.411
C: -2.328 -1.457 -1.575
C: -3.333 -1.928 -0.792
H: -3.547 -3.079 -1.106
H: -1.799 -2.101 -2.457
O: -1.287 0.825 -1.997
C: -0.584 0.149 -3.220
H: 0.103 -0.576 -2.596
H: -0.029 0.836 -3.524
H: -1.267 -0.377 -3.739
C: -2.435 2.094 0.011
N: -1.164 2.125 0.547
C: -0.498 3.229 0.380
O: -1.085 4.428 0.576
C: 1.064 3.140 0.606
C: 1.380 2.166 1.907
C: 2.785 1.577 1.308
N: 3.032 0.851 0.221
S: 2.009 -0.696 -0.063
O: 0.679 -0.219 0.363
O: 2.099 -0.904 -1.326
N: 2.799 -1.605 1.060
C: 4.059 -1.893 0.416
H: 4.679 -2.216 1.190
C: 3.812 -3.256 -0.309
H: 3.802 -3.223 -1.420
H: 4.486 -4.125 -0.083
C: 2.403 -3.520 0.118
H: 2.337 -4.761 0.208
H: 1.666 -3.538 -0.476
C: 1.990 -2.738 1.256
H: 2.225 -3.062 2.294
H: 1.031 -2.610 1.455
H: 4.323 -1.130 0.097
C: 2.774 1.797 -0.779
C: 1.441 2.340 -0.802
H: 0.677 1.781 -1.229
H: 1.620 3.233 -1.565
H: 3.739 2.466 -0.570
H: 3.206 1.194 -1.719
H: 3.647 2.194 1.590
H: 2.752 0.655 2.315
H: 0.710 1.399 1.828
H: 1.506 2.762 2.592
H: 1.723 4.068 0.594
H: -0.562 1.119 0.491
H: -3.039 2.261 1.029
H: -2.687 2.744 -0.569
H: -4.299 0.271 1.213


# 8
This record from the Open Molecules 2025 dataset describes a structure of composition C19H29SiSn at a distorted geometry. The level of theory is wB97M-V/def2-TZVPD.

M = 404.2 g/mol
Energy = -1245.1073 hartree
LUMO level = 2.3 eV
Charge = -1
Orbital gap = 4.20 eV

Element x y z (Å)
C: 1.965 3.212 4.011
Si: 0.490 3.490 2.882
C: 0.972 2.569 1.293
H: -0.820 2.760 3.398
C: 0.614 5.288 2.233
Sn: -1.501 5.765 2.036
C: -1.745 7.875 1.737
C: -2.254 4.567 0.403
C: -2.266 5.157 3.963
H: 2.828 3.772 3.618
H: 1.813 3.493 5.065
H: 2.227 2.140 3.976
H: 1.971 2.953 0.976
H: 1.031 1.487 1.527
H: 0.237 2.715 0.480
H: 1.120 6.048 2.860
H: 1.076 5.345 1.223
H: -2.811 8.116 1.747
H: -1.241 8.413 2.545
H: -1.308 8.166 0.778
H: -3.344 4.632 0.412
H: -1.884 4.967 -0.544
H: -1.952 3.522 0.493
H: -3.347 5.265 3.962
H: -2.022 4.121 4.196
H: -1.843 5.801 4.736
C: -5.048 2.420 5.420
C: -5.095 1.547 6.568
C: -3.908 1.195 7.310
C: -3.945 0.308 8.385
C: -5.147 -0.293 8.796
C: -6.328 0.080 8.147
C: -6.294 0.972 7.079
C: -6.148 3.252 4.971
C: -5.930 4.522 4.314
C: -6.987 5.282 3.790
C: -8.323 4.857 3.943
C: -8.566 3.693 4.676
C: -7.514 2.911 5.136
H: -4.096 2.483 4.867
H: -2.970 1.661 6.993
H: -3.028 0.038 8.915
H: -5.174 -1.054 9.579
H: -7.283 -0.355 8.459
H: -7.248 1.191 6.618
H: -4.904 4.887 4.240
H: -6.786 6.200 3.236
H: -9.137 5.403 3.475
H: -9.591 3.374 4.843
H: -7.780 1.969 5.605